# 1
# C16H30B2I3N2O8

A cluster of 3 separate species, C16H30B2I3N2O8 in total (wB97M-V/def2-TZVPD, OMol25).

XYZ file:
```
61
C16H30B2I3N2O8 | OMol25 | wB97M-V/def2-TZVPD
C 0.6992 3.5376 -4.4101
O -0.0512 2.9550 -5.4824
B -0.2970 1.6559 -5.5951
O -0.9898 1.1392 -6.6279
N 0.2030 0.6760 -4.4879
N 1.4505 0.2613 -4.6865
C 1.9841 -0.5879 -3.8370
B 3.4995 -1.0226 -4.2049
C 4.7393 -0.4847 -3.4316
O 3.6008 -1.8801 -5.2709
C 1.2358 -1.0528 -2.7201
I 2.1578 -2.4384 -1.4939
C -0.0562 -0.6107 -2.5057
C -0.9055 -1.0564 -1.3568
C -1.3002 0.0700 -0.4190
O -0.5578 0.9374 -0.0947
I -3.2738 -0.0903 0.4033
C -0.5492 0.2914 -3.4561
I -2.4384 1.0909 -3.3580
H 0.0940 3.5740 -3.5037
H 1.6215 2.9862 -4.2365
H 0.9456 4.5534 -4.7041
H -0.8311 0.2162 -6.8458
H 4.6407 0.5677 -3.1608
H 4.9455 -1.0586 -2.5281
H 5.6130 -0.5923 -4.0776
H 3.6238 -1.4526 -6.1341
H -0.3227 -1.7363 -0.7310
H -1.7814 -1.6070 -1.7019
C 2.2139 4.2290 3.3650
O 1.2719 3.6646 4.2552
C 0.2223 4.5502 4.6120
C -1.0534 4.2297 3.8701
O -0.9297 4.4709 2.4766
C -0.7286 3.2981 1.7169
H 2.8839 3.4286 3.0554
H 1.7293 4.6550 2.4819
H 2.8042 5.0086 3.8578
H 0.5138 5.5870 4.4187
H 0.0451 4.4420 5.6860
H -1.8581 4.8664 4.2486
H -1.3311 3.1863 4.0518
H -1.6277 2.6721 1.7093
H 0.1112 2.7110 2.0987
H -0.5100 3.6089 0.6965
C -2.9490 -4.5726 1.2660
O -1.6045 -4.2684 1.5900
C -1.4743 -3.3102 2.6293
C -1.1360 -3.9430 3.9588
O -2.2067 -4.7287 4.4444
C -2.0177 -6.1233 4.2852
H -2.9328 -5.4093 0.5701
H -3.5214 -4.8557 2.1520
H -3.4405 -3.7189 0.7834
H -2.3927 -2.7215 2.7223
H -0.6628 -2.6290 2.3468
H -0.9457 -3.1494 4.6879
H -0.2255 -4.5432 3.8642
H -1.2236 -6.4888 4.9439
H -1.7718 -6.3815 3.2517
H -2.9519 -6.6069 4.5621
```

Net charge: +1
HOMO energy (eV): -10.826
Gap between HOMO and LUMO (eV): 6.06
E_LUMO (eV): -4.7685
Spin multiplicity: 1
Energy (eV): -62087.494
Energy relative to the best compared isomer or geometry (same formula, charge and spin) (kJ/mol): 0.0
F_max (Eh/bohr): 0.00939


# 2
# C16H30B3NO7S2

A cluster of 3 separate species, C16H30B3NO7S2 in total (wB97M-V/def2-TZVPD, OMol25).

XYZ file:
```
59
C16H30B3NO7S2 | OMol25 | wB97M-V/def2-TZVPD
H 3.8511 -1.3379 4.8779
N 3.9874 -0.6511 4.1373
C 2.8787 -0.3260 3.6186
C 2.8157 0.6940 2.5214
C 1.5386 -0.8918 4.0531
B 0.7900 -1.6106 2.8801
O -0.0653 -0.8921 2.0260
B -1.3523 -1.3891 2.1500
O -1.4725 -2.7604 2.1688
B -0.2589 -3.4077 1.9121
C -0.1211 -4.5349 0.8455
C 0.5880 -4.0283 -0.4152
C -0.3319 -3.1618 -1.2966
C 0.3311 -2.9221 -2.5802
C 0.8516 -2.8283 -3.6578
O 0.8460 -2.9696 2.6337
H 3.7816 1.1689 2.3934
H 2.0693 1.4422 2.7779
H 2.4879 0.2244 1.5913
H 0.8969 -0.0663 4.3723
H 1.6505 -1.5739 4.8962
H -2.2865 -0.6704 2.2860
H -1.0832 -4.9966 0.6194
H 0.4969 -5.3173 1.2973
H 1.4530 -3.4154 -0.1542
H 0.9794 -4.8448 -1.0207
H -0.4719 -2.1925 -0.8096
H -1.2836 -3.6571 -1.4887
H 1.5197 -2.7909 -4.4810
O 2.5139 3.5291 1.7771
S 3.1740 4.6906 1.2332
O 4.3457 5.2321 1.8695
C 3.5000 4.3966 -0.5028
C 2.2439 4.8934 -1.2109
C 1.8723 6.2174 -0.5284
C 1.9512 5.9891 0.9864
H 3.7029 3.3385 -0.6492
H 4.3745 4.9878 -0.7729
H 2.4149 5.0214 -2.2784
H 1.4356 4.1704 -1.0846
H 2.5831 6.9918 -0.8224
H 0.8796 6.5563 -0.8199
H 2.2753 6.8716 1.5315
H 1.0092 5.6275 1.3936
O -4.5576 0.0450 -4.6192
S -3.8766 -0.0568 -3.3544
O -2.9462 0.9588 -2.9337
C -5.0944 -0.3239 -2.0626
C -5.2467 -1.8404 -1.9865
C -3.8230 -2.4015 -2.0901
C -3.1108 -1.6814 -3.2364
H -6.0091 0.2024 -2.3240
H -4.6774 0.0818 -1.1412
H -5.7417 -2.1459 -1.0663
H -5.8469 -2.1971 -2.8261
H -3.2876 -2.2113 -1.1570
H -3.8324 -3.4793 -2.2505
H -2.0476 -1.5709 -3.0400
H -3.2643 -2.1859 -4.1881
```

HOMO energy (eV): -9.556
Gap between HOMO and LUMO (eV): 9.92
E_LUMO (eV): 0.3627
Spin multiplicity: 1
Energy (eV): -56605.461
F_max (Eh/bohr): 0.02030
SMILES string: [H]/N=C(/C)CB1OBOB(CCCC#C)O1.O=S1(=O)CCCC1.O=S1(=O)CCCC1


# 3
# C16H30BF6O10P2S

A cluster of 2 separate species, C16H30BF6O10P2S in total (wB97M-V/def2-TZVPD, OMol25).

XYZ file:
```
66
C16H30BF6O10P2S | OMol25 | wB97M-V/def2-TZVPD
C -3.7157 -1.3140 -2.4307
C -2.4905 -1.6543 -1.5011
S -1.5219 -0.1327 -1.1946
C -2.5304 0.9620 -0.1172
P -1.5678 2.4496 0.4241
C -2.4448 3.3482 1.8272
O -3.0539 2.4308 2.7057
C -3.7211 3.2093 3.7437
B 0.2089 1.9770 1.0460
O 1.0065 2.9462 1.6438
O 0.7089 0.6885 0.9599
C -1.5628 3.6790 -1.0401
O -2.3264 3.4611 -1.8950
C -0.5865 4.8969 -0.9790
F 0.6673 4.5575 -1.3705
F -0.4606 5.1774 0.3554
C -1.1134 6.2046 -1.6427
F -2.2565 6.5146 -0.9644
F -0.2914 7.2308 -1.4270
C -1.5031 6.1260 -3.1739
F -1.2174 7.3469 -3.7100
F -2.8221 5.9808 -3.3187
C -0.7220 5.0909 -4.0316
O -1.2339 4.1818 -4.5622
O 0.6242 5.2992 -4.2035
H -4.1423 -2.2233 -2.8837
H -4.4431 -0.7574 -1.8087
H -3.3283 -0.6112 -3.1947
H -2.8278 -2.1522 -0.5734
H -1.8123 -2.3701 -2.0051
H -2.9561 0.4704 0.7788
H -3.3704 1.3717 -0.7202
H -3.2349 3.9759 1.3489
H -1.7186 4.0097 2.3463
H -3.3049 2.8993 4.7177
H -3.5637 4.2927 3.5655
H -4.8149 3.0535 3.7309
H 1.7628 3.0902 1.0456
H 1.2178 0.6641 0.1279
H 1.1161 4.5346 -3.8650
O 0.6717 -3.2450 1.2232
P 1.9893 -3.9042 1.5542
O 2.9612 -3.1488 0.4548
C 3.2867 -1.7804 0.6638
C 4.3012 -1.6065 1.7802
O 1.6929 -5.3318 0.7790
C 0.3619 -5.8449 0.6854
C -0.2059 -5.5821 -0.6961
O 3.2790 -4.5936 2.3397
C 4.0500 -5.6938 1.8382
C 4.8220 -5.4130 0.5686
H 2.3775 -1.2082 0.8729
H 3.7071 -1.4067 -0.2727
H 3.8809 -1.9115 2.7419
H 4.6131 -0.5631 1.8584
H 5.1818 -2.2240 1.6041
H -0.2727 -5.4242 1.4655
H 0.4130 -6.9219 0.8631
H -0.0659 -4.5428 -0.9965
H -1.2716 -5.8189 -0.7296
H 0.3072 -6.1945 -1.4396
H 3.4277 -6.5818 1.7357
H 4.7674 -5.9232 2.6294
H 4.1611 -5.3195 -0.2933
H 5.5146 -6.2324 0.3646
H 5.3956 -4.4891 0.6507
```

Net charge: +1
HOMO energy (eV): -12.005
Gap between HOMO and LUMO (eV): 7.11
E_LUMO (eV): -4.8950
Spin multiplicity: 1
Energy (eV): -83940.454
F_max (Eh/bohr): 0.15646


# 4
# C16H30Cl8N2

A cluster of 6 separate species, C16H30Cl8N2 in total (wB97M-V/def2-TZVPD, OMol25).

XYZ file:
```
56
C16H30Cl8N2 | OMol25 | wB97M-V/def2-TZVPD
C 23.3710 2.5857 11.2608
C 22.0621 2.1265 10.6133
C 21.8966 0.5913 10.4371
C 22.0678 -0.2546 11.6535
N 22.1095 -0.8899 12.6341
H 24.1543 1.8318 11.1824
H 23.1541 2.7804 12.3111
H 23.8214 3.4831 10.8366
H 21.9372 2.7600 9.7352
H 21.2907 2.3052 11.3624
H 22.6412 0.1135 9.8003
H 21.0243 0.2870 9.8587
C 25.1801 2.3568 8.6988
C 24.7367 3.3997 7.6940
C 23.2833 3.7405 7.9218
C 22.9705 4.5563 9.1138
N 22.8198 5.2229 10.0148
H 26.2260 2.0734 8.5807
H 24.5191 1.4901 8.6938
H 25.2307 2.7783 9.7027
H 24.9372 2.9802 6.7081
H 25.2866 4.3393 7.6393
H 22.7583 2.7869 7.9768
H 23.0868 4.3701 7.0540
Cl 19.2948 0.6704 9.2498
C 19.3382 -0.6473 10.4935
C 18.0687 -1.0099 11.2922
Cl 17.5636 0.3708 12.3654
H 20.1021 -0.3281 11.2025
H 19.5628 -1.6208 10.0578
H 18.2788 -1.8857 11.9062
H 17.2399 -1.3040 10.6483
Cl 21.1846 4.0958 12.4013
C 22.5244 4.8382 13.2384
C 23.8282 4.7644 12.4396
Cl 25.2095 5.5405 13.2409
H 22.6470 4.2410 14.1420
H 22.1972 5.8126 13.6013
H 23.6398 5.2060 11.4610
H 24.1147 3.7462 12.1764
Cl 22.6726 -5.1736 10.7995
C 22.8886 -3.4046 10.5839
C 21.6504 -2.8354 11.2672
Cl 20.1430 -3.2920 10.4350
H 23.0436 -3.2673 9.5138
H 23.7765 -3.1303 11.1536
H 21.8582 -1.7676 11.3359
H 21.5364 -3.0655 12.3265
Cl 23.3397 -0.2701 7.6418
C 21.8757 0.7792 7.9440
C 21.2714 1.3765 6.5950
Cl 22.4893 2.3490 5.7596
H 22.1984 1.5874 8.6002
H 21.1206 0.2411 8.5170
H 20.3485 1.9497 6.6840
H 20.9613 0.5754 5.9241
```

HOMO energy (eV): -9.772
Gap between HOMO and LUMO (eV): 10.05
E_LUMO (eV): 0.2777
Spin multiplicity: 1
Energy (eV): -120228.406
Energy relative to the best compared isomer or geometry (same formula, charge and spin) (kJ/mol): 982.7
F_max (Eh/bohr): 0.07854
SMILES string: CCCC#N.CCCC#N.ClCCCl.ClCCCl.ClCCCl.ClCCCl


- Which formula does entry 4 have?
  C16H30Cl8N2


Please write out number 3 again, unchanged.
# C16H30BF6O10P2S

A cluster of 2 separate species, C16H30BF6O10P2S in total (wB97M-V/def2-TZVPD, OMol25).

XYZ file:
```
66
C16H30BF6O10P2S | OMol25 | wB97M-V/def2-TZVPD
C -3.7157 -1.3140 -2.4307
C -2.4905 -1.6543 -1.5011
S -1.5219 -0.1327 -1.1946
C -2.5304 0.9620 -0.1172
P -1.5678 2.4496 0.4241
C -2.4448 3.3482 1.8272
O -3.0539 2.4308 2.7057
C -3.7211 3.2093 3.7437
B 0.2089 1.9770 1.0460
O 1.0065 2.9462 1.6438
O 0.7089 0.6885 0.9599
C -1.5628 3.6790 -1.0401
O -2.3264 3.4611 -1.8950
C -0.5865 4.8969 -0.9790
F 0.6673 4.5575 -1.3705
F -0.4606 5.1774 0.3554
C -1.1134 6.2046 -1.6427
F -2.2565 6.5146 -0.9644
F -0.2914 7.2308 -1.4270
C -1.5031 6.1260 -3.1739
F -1.2174 7.3469 -3.7100
F -2.8221 5.9808 -3.3187
C -0.7220 5.0909 -4.0316
O -1.2339 4.1818 -4.5622
O 0.6242 5.2992 -4.2035
H -4.1423 -2.2233 -2.8837
H -4.4431 -0.7574 -1.8087
H -3.3283 -0.6112 -3.1947
H -2.8278 -2.1522 -0.5734
H -1.8123 -2.3701 -2.0051
H -2.9561 0.4704 0.7788
H -3.3704 1.3717 -0.7202
H -3.2349 3.9759 1.3489
H -1.7186 4.0097 2.3463
H -3.3049 2.8993 4.7177
H -3.5637 4.2927 3.5655
H -4.8149 3.0535 3.7309
H 1.7628 3.0902 1.0456
H 1.2178 0.6641 0.1279
H 1.1161 4.5346 -3.8650
O 0.6717 -3.2450 1.2232
P 1.9893 -3.9042 1.5542
O 2.9612 -3.1488 0.4548
C 3.2867 -1.7804 0.6638
C 4.3012 -1.6065 1.7802
O 1.6929 -5.3318 0.7790
C 0.3619 -5.8449 0.6854
C -0.2059 -5.5821 -0.6961
O 3.2790 -4.5936 2.3397
C 4.0500 -5.6938 1.8382
C 4.8220 -5.4130 0.5686
H 2.3775 -1.2082 0.8729
H 3.7071 -1.4067 -0.2727
H 3.8809 -1.9115 2.7419
H 4.6131 -0.5631 1.8584
H 5.1818 -2.2240 1.6041
H -0.2727 -5.4242 1.4655
H 0.4130 -6.9219 0.8631
H -0.0659 -4.5428 -0.9965
H -1.2716 -5.8189 -0.7296
H 0.3072 -6.1945 -1.4396
H 3.4277 -6.5818 1.7357
H 4.7674 -5.9232 2.6294
H 4.1611 -5.3195 -0.2933
H 5.5146 -6.2324 0.3646
H 5.3956 -4.4891 0.6507
```

Net charge: +1
HOMO energy (eV): -12.005
Gap between HOMO and LUMO (eV): 7.11
E_LUMO (eV): -4.8950
Spin multiplicity: 1
Energy (eV): -83940.454
F_max (Eh/bohr): 0.15646


- Number 2 is which compound?
  C16H30B3NO7S2